{"formula": "C3H17CrN4O6", "method": "wB97M-V/def2-TZVPD", "s_squared": 6.011, "multiplicity": 5, "homo_energy_ev": [-9.895, -10.259], "total_energy_ha": -1839.33130, "orbital_gap_ha": [0.2541, 0.2672], "e_above_lowest_ev": 0.000, "charge": 1, "symbols": ["Cr", "C", "O", "H", "H", "H", "C", "O", "N", "N", "H", "H", "H", "H", "C", "O", "N", "N", "H", "H", "H", "H", "O", "H", "H", "O", "H", "H", "O", "H", "H"], "coordinates": [[-0.07, -0.88, 0.82], [-0.97, 1.83, 2.23], [-0.94, 0.43, 2.24], [-0.80, 2.22, 1.21], [-1.96, 2.18, 2.51], [-0.18, 2.31, 2.81], [-2.29, 0.68, -1.34], [-1.61, -0.03, -0.62], [-2.64, 1.95, -1.00], [-2.82, 0.26, -2.50], [-2.08, 2.33, -0.25], [-3.47, 2.39, -1.33], [-2.79, -0.73, -2.70], [-3.61, 0.80, -2.81], [2.56, 0.57, -0.50], [1.56, 0.25, 0.16], [2.56, 0.70, -1.84], [3.75, 0.72, 0.10], [3.43, 1.02, -2.23], [1.77, 0.45, -2.40], [3.82, 0.68, 1.10], [4.46, 1.23, -0.39], [0.50, -2.08, -0.93], [0.21, -1.68, -1.76], [1.16, -2.74, -1.19], [1.47, -2.10, 1.83], [2.32, -2.44, 1.53], [1.42, -2.32, 2.76], [-1.42, -2.39, 1.28], [-1.16, -3.32, 1.30], [-2.15, -2.31, 1.90]], "mulliken_charge": [0.64, -0.62, -0.63, 0.05, 0.29, 0.29, 0.51, -0.43, -0.32, -0.44, 0.13, 0.21, 0.24, 0.18, 0.67, -0.52, -0.36, -0.43, 0.16, 0.20, 0.25, 0.18, -0.37, 0.28, 0.27, -0.25, 0.26, 0.28, -0.30, 0.29, 0.29]}

---

{"formula": "C3H17N2O3", "method": "wB97M-V/def2-TZVPD", "homo_energy_ev": -13.327, "total_energy_ha": -459.22431, "orbital_gap_ha": 0.1235, "e_above_lowest_ev": 8.731, "charge": 1, "symbols": ["C", "C", "C", "N", "N", "H", "H", "H", "H", "H", "H", "H", "H", "H", "H", "H", "H", "H", "O", "H", "H", "O", "H", "H", "O"], "coordinates": [[-0.42, 0.85, -0.75], [0.95, 0.14, -1.32], [0.93, -0.60, -2.62], [-3.87, 0.39, 1.64], [-0.19, 1.44, 0.47], [-0.88, 1.49, -1.51], [-1.10, 0.01, -0.55], [1.29, -0.46, -0.48], [1.70, 0.93, -1.41], [0.37, -0.03, -3.36], [0.45, -1.58, -2.57], [-4.14, 0.30, 0.67], [1.94, -0.76, -3.01], [-4.61, 0.89, 2.13], [-2.98, 0.86, 1.64], [0.39, 2.28, 0.34], [2.35, 0.01, 1.41], [0.05, -1.53, 0.97], [0.62, -0.55, 1.90], [0.29, 0.69, 1.11], [3.88, 0.32, 1.23], [3.02, 0.35, 0.80], [0.09, -2.94, 0.23], [0.26, -0.41, 2.79], [-0.39, -2.10, 0.26]], "mulliken_charge": [-0.69, 0.14, -1.34, -0.59, 0.01, 0.55, 0.29, 0.23, 0.37, 0.34, 0.33, 0.24, 0.39, 0.25, 0.20, 0.39, 0.41, 0.39, -0.76, 0.24, 0.33, -0.62, 0.31, 0.24, -0.65]}

---

{"formula": "C3H18N2O3", "method": "wB97M-V/def2-TZVPD", "homo_energy_ev": -18.707, "total_energy_ha": -459.72930, "orbital_gap_ha": 0.4379, "e_above_lowest_ev": 1.011, "charge": 2, "symbols": ["C", "C", "C", "N", "N", "H", "H", "H", "H", "H", "H", "H", "H", "H", "H", "H", "H", "H", "H", "O", "H", "H", "O", "H", "H", "O"], "coordinates": [[0.43, 1.78, 0.14], [-1.09, 1.86, 0.27], [-1.75, 0.69, 1.03], [-2.33, -0.43, 0.19], [1.05, 0.77, -0.79], [1.03, 1.81, 1.05], [0.73, 2.76, -0.27], [-1.65, 2.12, -0.63], [-1.17, 2.78, 0.86], [-1.14, 0.28, 1.83], [-2.62, 1.15, 1.54], [-1.51, -1.00, -0.07], [-2.93, -0.99, 0.79], [-2.94, -0.19, -0.60], [0.40, 0.10, -1.18], [1.78, 0.29, -0.20], [1.58, 1.17, -1.57], [1.74, -1.28, -3.10], [2.57, -1.67, -1.85], [2.20, -0.92, -2.34], [3.24, -1.18, 1.13], [2.45, -0.30, 1.98], [2.68, -0.40, 1.04], [-0.86, -3.54, 0.84], [-0.95, -2.97, -0.51], [-0.91, -2.67, 0.41]], "mulliken_charge": [-0.79, -0.62, -0.53, -0.15, -0.13, 0.37, 0.38, 0.40, 0.35, 0.33, 0.38, 0.19, 0.38, 0.37, 0.33, 0.38, 0.42, 0.32, 0.31, -0.63, 0.30, 0.29, -0.63, 0.31, 0.33, -0.67]}

---

{"formula": "C3H18N3O6S", "method": "wB97M-V/def2-TZVPD", "homo_energy_ev": -3.000, "total_energy_ha": -1138.94393, "orbital_gap_ha": 0.1781, "charge": -1, "symbols": ["C", "N", "C", "N", "N", "C", "S", "H", "H", "H", "H", "H", "H", "O", "H", "H", "O", "H", "H", "O", "H", "H", "O", "H", "H", "O", "H", "H", "O", "H", "H"], "coordinates": [[1.59, -0.82, 1.94], [1.69, 0.57, 2.38], [0.62, 1.48, 1.93], [-0.51, 1.72, 2.76], [-1.18, 0.37, 2.95], [-1.89, -0.20, 2.20], [-2.85, -0.96, 1.18], [2.32, -1.04, 1.17], [1.75, -1.51, 2.76], [0.60, -1.04, 1.52], [1.78, 0.64, 3.38], [1.05, 2.47, 1.81], [0.37, 1.11, 0.92], [2.35, -0.64, -1.36], [2.24, -1.45, -1.88], [2.84, -0.05, -1.93], [1.84, -2.52, -3.67], [2.52, -2.26, -4.30], [1.08, -1.97, -3.90], [-0.17, 4.14, 5.01], [-0.24, 3.35, 4.45], [0.40, 4.72, 4.50], [-5.59, -2.36, -1.00], [-5.09, -2.40, -0.18], [-6.39, -1.89, -0.77], [-0.70, 1.96, -1.26], [-0.05, 1.34, -1.61], [-1.17, 1.44, -0.60], [0.10, -1.28, -5.78], [-0.01, -2.10, -6.27], [0.54, -0.68, -6.39]], "mulliken_charge": [-0.49, -0.43, -0.31, -0.46, -0.22, 0.24, -0.49, 0.14, 0.30, 0.14, 0.26, 0.31, 0.10, -0.61, 0.37, 0.27, -0.67, 0.30, 0.35, -0.73, 0.38, 0.29, -0.63, 0.31, 0.31, -0.66, 0.30, 0.33, -0.65, 0.33, 0.32]}